P) Molecular formula: H14NaO7
Method: DFT, wB97M-V/def2-TZVPD

Geometry (Å):
Na -6.76 -3.76 7.38
O -5.10 -1.77 7.89
H -4.72 -1.45 7.07
H -5.76 -1.06 8.11
O -8.34 -5.51 7.92
H -8.23 -6.09 7.19
H -7.90 -6.02 8.58
O -8.49 -2.17 7.30
H -8.51 -1.80 8.17
H -9.33 -2.50 7.05
O -6.48 -3.85 9.77
H -6.46 -4.65 10.35
H -5.62 -3.48 10.10
O -7.35 -4.74 4.89
H -6.53 -5.04 4.57
H -7.42 -3.88 4.54
O -4.80 -2.95 5.47
H -4.61 -2.00 5.31
H -4.82 -3.24 4.54
O -5.01 -5.09 7.42
H -4.41 -5.12 8.16
H -4.54 -4.41 6.90

Output
gap between HOMO and LUMO = 11.8912 eV
HOMO level = -15.270 eV
E_LUMO = -3.379 eV
net charge = +1

The molecule's Löwdin atomic charges, reported in e, are given here: number 1, Na, carries 0.360; number 2, O, carries -0.034; number 3, H, carries 0.023; number 4, H, carries 0.095; number 5, O, carries 0.000; number 6, H, carries 0.042; number 7, H, carries 0.042; number 8, O, carries -0.006; number 9, H, carries 0.061; number 10, H, carries 0.056; number 11, O, carries -0.061; number 12, H, carries 0.083; number 13, H, carries 0.087; number 14, O, carries 0.026; number 15, H, carries 0.025; number 16, H, carries 0.030; number 17, O, carries -0.045; number 18, H, carries 0.079; number 19, H, carries 0.081; number 20, O, carries -0.052; number 21, H, carries 0.063; number 22, H, carries 0.042

=====

Q) Molecular formula: H14NaO7
Method: DFT, wB97M-V/def2-TZVPD

Geometry (Å):
Na 0.23 -0.05 0.13
O -1.02 -1.35 -2.13
H -0.57 -0.57 -2.46
H -1.88 -1.03 -1.86
O -1.46 -0.97 1.95
H -1.52 -0.30 2.63
H -0.59 -1.36 2.07
O 0.23 1.64 1.86
H 0.26 2.58 1.70
H -0.70 1.46 2.03
O 2.59 -0.77 -1.22
H 2.35 -1.68 -1.43
H 3.25 -0.54 -1.87
O 1.06 -1.66 2.11
H 1.10 -1.71 3.06
H 1.93 -1.93 1.82
O -2.07 1.26 -0.24
H -2.97 1.11 -0.53
H -2.02 2.20 -0.08
O 0.47 1.01 -2.23
H 1.22 0.84 -2.80
H 0.11 1.84 -2.54

Output
gap between HOMO and LUMO = 11.3526 eV
HOMO level = -14.615 eV
E_LUMO = -3.262 eV
net charge = +1

The molecule's Löwdin atomic charges, reported in e, are given here: number 1, Na, carries 0.488; number 2, O, carries -0.033; number 3, H, carries -0.013; number 4, H, carries 0.036; number 5, O, carries -0.025; number 6, H, carries 0.043; number 7, H, carries -0.027; number 8, O, carries -0.021; number 9, H, carries 0.069; number 10, H, carries 0.026; number 11, O, carries -0.020; number 12, H, carries 0.057; number 13, H, carries 0.058; number 14, O, carries -0.014; number 15, H, carries 0.086; number 16, H, carries 0.082; number 17, O, carries -0.021; number 18, H, carries 0.067; number 19, H, carries 0.055; number 20, O, carries -0.033; number 21, H, carries 0.064; number 22, H, carries 0.076

=====

Unit: kJ/mol. Relative energies: P) 7.4; Q) 0.0.

=====

P) Molecular formula: C30H84N6O12
Method: DFT, wB97M-V/def2-TZVPD

Geometry (Å):
C 1.57 2.54 -1.53
O 1.22 1.27 -2.03
C 1.65 0.23 -1.18
C 1.43 -1.13 -1.84
C 0.00 -1.33 -2.28
N 1.84 -2.18 -0.87
H 0.96 3.27 -2.07
H 2.61 2.82 -1.74
H 1.32 2.63 -0.47
H 2.75 0.31 -1.01
H 1.21 0.25 -0.17
H 2.09 -1.13 -2.73
H -0.28 -0.63 -3.07
H -0.68 -1.10 -1.46
H -0.17 -2.33 -2.67
H 1.66 -3.11 -1.27
H 2.85 -2.13 -0.69
C -4.91 1.90 -0.04
O -4.24 2.64 0.93
C -3.89 1.94 2.10
C -4.93 1.11 2.65
C -6.11 1.99 2.99
N -4.47 0.43 3.93
H -4.25 1.11 -0.41
H -5.18 2.59 -0.83
H -5.82 1.45 0.36
H -2.93 1.40 1.95
H -3.56 2.67 2.85
H -5.23 0.32 1.94
H -6.27 2.75 2.20
H -5.89 2.60 3.87
H -7.07 1.49 3.11
H -5.19 -0.25 4.15
H -3.63 -0.16 3.76
C -3.59 -1.33 -2.76
O -4.93 -1.11 -2.87
C -5.54 -1.01 -1.63
C -5.72 -2.33 -0.93
C -6.36 -3.41 -1.82
N -6.51 -2.15 0.30
H -3.14 -1.23 -3.74
H -3.36 -2.34 -2.38
H -3.11 -0.65 -2.04
H -4.98 -0.29 -1.00
H -6.52 -0.52 -1.74
H -4.71 -2.73 -0.65
H -7.36 -3.05 -2.12
H -6.48 -4.38 -1.34
H -5.82 -3.60 -2.75
H -6.66 -3.05 0.75
H -6.01 -1.58 0.97
C -0.11 -5.52 -0.78
O 0.99 -4.92 -1.44
C 1.15 -5.19 -2.81
C 1.41 -6.63 -3.16
C 2.78 -7.06 -2.64
N 1.34 -6.76 -4.60
H 0.16 -6.48 -0.35
H -0.97 -5.53 -1.46
H -0.38 -4.82 0.01
H 0.32 -4.75 -3.41
H 1.99 -4.59 -3.19
H 0.67 -7.26 -2.64
H 2.82 -6.91 -1.57
H 3.57 -6.54 -3.19
H 2.96 -8.11 -2.90
H 1.22 -7.76 -4.80
H 0.44 -6.37 -4.90
C -2.74 -2.21 1.88
O -2.15 -1.53 2.93
C -2.07 -2.30 4.13
C -1.26 -1.51 5.13
C 0.23 -1.47 4.71
N -1.36 -2.15 6.44
H -3.47 -2.95 2.24
H -1.96 -2.77 1.33
H -3.22 -1.48 1.23
H -3.09 -2.43 4.52
H -1.53 -3.24 3.94
H -1.64 -0.48 5.18
H 0.75 -0.93 5.52
H 0.39 -0.90 3.79
H 0.74 -2.43 4.61
H -0.72 -1.69 7.07
H -1.14 -3.14 6.39
C 4.17 4.36 -2.54
O 5.42 4.36 -1.88
C 6.47 4.43 -2.82
C 7.79 4.65 -2.17
C 7.76 5.67 -1.03
N 8.87 4.94 -3.14
H 3.41 4.52 -1.78
H 4.00 3.38 -3.00
H 4.07 5.16 -3.28
H 6.49 3.51 -3.42
H 6.31 5.31 -3.46
H 8.10 3.70 -1.69
H 8.71 5.75 -0.50
H 6.97 5.42 -0.33
H 7.54 6.68 -1.41
H 8.81 5.88 -3.50
H 8.89 4.29 -3.92
O 7.19 1.43 1.10
C 6.45 2.53 0.55
C 4.98 2.36 0.72
O 4.51 1.22 -0.06
H 6.81 1.18 1.94
H 6.74 3.48 1.03
H 6.70 2.62 -0.50
H 4.45 3.20 0.26
H 4.71 2.15 1.75
H 4.65 1.41 -0.99
O -3.55 5.27 1.44
C -4.05 5.97 0.32
C -5.56 5.97 0.28
O -6.09 6.91 1.23
H -3.70 4.30 1.32
H -3.69 7.00 0.34
H -3.68 5.55 -0.63
H -5.98 5.00 0.54
H -5.91 6.28 -0.71
H -5.88 6.61 2.12
O 4.32 -1.67 0.52
C 4.08 -1.51 1.94
C 2.69 -1.03 2.28
O 1.66 -1.92 1.96
H 4.70 -0.84 0.19
H 4.22 -2.50 2.40
H 4.83 -0.84 2.40
H 2.53 0.00 1.92
H 2.64 -0.92 3.37
H 1.63 -1.93 0.94

Output
gap between HOMO and LUMO = 9.5391 eV
HOMO level = -9.106 eV
E_LUMO = 0.433 eV
structure (SMILES) = COC[C@H](C)N.COC[C@H](C)N.COC[C@H](C)N.COC[C@H](C)N.COC[C@H](C)N.COC[C@H](C)N.OCCO.OCCO.OCCO

Results of the Löwdin charge analysis, in e, for atoms 1 through 99: number 1, C, carries -0.106; number 2, O, carries -0.166; number 3, C, carries -0.212; number 4, C, carries -0.403; number 5, C, carries -0.054; number 6, N, carries 0.058; number 7, H, carries 0.095; number 8, H, carries 0.029; number 9, H, carries 0.100; number 10, H, carries 0.102; number 11, H, carries 0.133; number 12, H, carries 0.143; number 13, H, carries 0.081; number 14, H, carries 0.080; number 15, H, carries 0.067; number 16, H, carries 0.062; number 17, H, carries 0.065; number 18, C, carries -0.094; number 19, O, carries -0.220; number 20, C, carries -0.220; number 21, C, carries -0.454; number 22, C, carries -0.046; number 23, N, carries 0.067; number 24, H, carries 0.077; number 25, H, carries 0.108; number 26, H, carries 0.086; number 27, H, carries 0.144; number 28, H, carries 0.146; number 29, H, carries 0.108; number 30, H, carries 0.076; number 31, H, carries 0.091; number 32, H, carries 0.083; number 33, H, carries 0.073; number 34, H, carries 0.047; number 35, C, carries -0.148; number 36, O, carries -0.154; number 37, C, carries -0.232; number 38, C, carries -0.444; number 39, C, carries -0.049; number 40, N, carries 0.046; number 41, H, carries 0.097; number 42, H, carries 0.089; number 43, H, carries 0.084; number 44, H, carries 0.076; number 45, H, carries 0.142; number 46, H, carries 0.122; number 47, H, carries 0.089; number 48, H, carries 0.073; number 49, H, carries 0.074; number 50, H, carries 0.071; number 51, H, carries 0.046; number 52, C, carries -0.075; number 53, O, carries -0.230; number 54, C, carries -0.241; number 55, C, carries -0.487; number 56, C, carries -0.054; number 57, N, carries 0.036; number 58, H, carries 0.089; number 59, H, carries 0.098; number 60, H, carries 0.083; number 61, H, carries 0.124; number 62, H, carries 0.138; number 63, H, carries 0.133; number 64, H, carries 0.079; number 65, H, carries 0.085; number 66, H, carries 0.077; number 67, H, carries 0.083; number 68, H, carries 0.075; number 69, C, carries -0.121; number 70, O, carries -0.221; number 71, C, carries -0.207; number 72, C, carries -0.427; number 73, C, carries -0.070; number 74, N, carries 0.032; number 75, H, carries 0.092; number 76, H, carries 0.090; number 77, H, carries 0.072; number 78, H, carries 0.128; number 79, H, carries 0.138; number 80, H, carries 0.138; number 81, H, carries 0.076; number 82, H, carries 0.058; number 83, H, carries 0.084; number 84, H, carries 0.065; number 85, H, carries 0.070; number 86, C, carries -0.105; number 87, O, carries -0.205; number 88, C, carries -0.232; number 89, C, carries -0.453; number 90, C, carries -0.051; number 91, N, carries 0.039; number 92, H, carries 0.081; number 93, H, carries 0.094; number 94, H, carries 0.097; number 95, H, carries 0.135; number 96, H, carries 0.131; number 97, H, carries 0.128; number 98, H, carries 0.081; number 99, H, carries 0.061

=====

Q) Molecular formula: C30H84N6O12
Method: DFT, wB97M-V/def2-TZVPD

Geometry (Å):
C -5.61 -7.71 -5.21
O -4.65 -7.02 -4.32
C -3.34 -7.17 -4.81
C -2.41 -7.36 -3.57
C -2.84 -8.49 -2.66
N -2.31 -6.18 -2.81
H -5.52 -8.77 -4.97
H -5.40 -7.60 -6.27
H -6.69 -7.55 -5.11
H -3.28 -7.96 -5.56
H -3.07 -6.32 -5.43
H -1.37 -7.43 -3.90
H -3.47 -8.00 -1.93
H -2.00 -8.92 -2.12
H -3.40 -9.30 -3.11
H -3.20 -6.07 -2.35
H -1.99 -5.34 -3.26
C 6.29 -3.38 0.60
O 6.92 -4.62 0.61
C 5.99 -5.74 0.56
C 6.39 -6.99 1.44
C 7.02 -6.62 2.85
N 7.42 -7.73 0.66
H 5.52 -3.35 1.37
H 5.89 -3.29 -0.41
H 6.98 -2.61 0.95
H 4.98 -5.44 0.86
H 5.81 -6.16 -0.43
H 5.62 -7.75 1.60
H 6.29 -5.91 3.25
H 8.02 -6.19 2.87
H 7.13 -7.50 3.48
H 7.39 -7.37 -0.28
H 8.26 -7.44 1.15
C 4.45 2.22 -7.74
O 4.78 2.93 -6.61
C 4.65 2.21 -5.35
C 5.83 2.76 -4.47
C 7.09 2.28 -5.14
N 5.63 2.23 -3.17
H 5.08 1.33 -7.72
H 4.54 2.91 -8.58
H 3.44 1.85 -7.59
H 3.65 2.56 -5.12
H 4.67 1.14 -5.55
H 5.85 3.85 -4.38
H 7.24 1.22 -4.96
H 7.99 2.68 -4.68
H 7.06 2.57 -6.19
H 4.73 2.40 -2.75
H 5.80 1.23 -3.17
C -0.39 1.58 11.63
O -1.25 2.39 10.74
C -1.20 1.70 9.55
C -2.14 2.50 8.55
C -2.27 2.14 7.00
N -1.71 3.84 8.49
H 0.14 2.24 12.33
H 0.43 1.08 11.11
H -0.90 0.77 12.15
H -0.22 1.54 9.12
H -1.71 0.73 9.57
H -3.15 2.52 8.97
H -1.24 1.91 6.71
H -2.65 2.94 6.37
H -2.88 1.24 6.93
H -0.72 3.76 8.31
H -1.69 3.91 9.50
C 2.89 7.97 -4.43
O 2.26 8.46 -3.23
C 2.92 7.94 -2.05
C 2.08 8.03 -0.80
C 2.93 7.93 0.48
N 1.08 6.92 -0.82
H 2.80 8.72 -5.22
H 2.32 7.12 -4.82
H 3.91 7.59 -4.34
H 3.20 6.89 -2.15
H 3.84 8.51 -1.94
H 1.60 9.00 -0.66
H 3.74 8.65 0.51
H 3.29 6.91 0.59
H 2.21 8.16 1.26
H 0.36 6.96 -0.11
H 0.49 7.24 -1.58
C -10.13 2.16 0.45
O -8.99 1.84 1.26
C -8.11 2.93 1.65
C -7.03 3.18 0.58
C -5.94 2.08 0.49
N -6.49 4.47 0.97
H -11.02 1.57 0.68
H -9.72 2.01 -0.55
H -10.46 3.20 0.50
H -8.79 3.75 1.88
H -7.51 2.57 2.48
H -7.44 3.26 -0.43
H -6.24 1.12 0.07
H -5.56 1.88 1.49
H -5.11 2.44 -0.12
H -5.86 4.31 1.75
H -7.23 5.11 1.20
O -3.87 0.38 -7.43
C -4.11 0.39 -6.06
C -3.85 -0.92 -5.28
O -2.53 -1.20 -5.28
H -4.42 1.06 -7.85
H -3.78 1.23 -5.44
H -5.19 0.50 -5.95
H -4.38 -1.80 -5.64
H -4.10 -0.66 -4.25
H -2.26 -0.67 -6.03
O 0.23 -4.15 4.44
C -0.41 -3.99 5.61
C 0.15 -2.94 6.49
O 1.51 -3.23 6.77
H -0.02 -3.45 3.84
H -1.39 -3.70 5.22
H -0.52 -4.93 6.15
H -0.57 -2.82 7.29
H 0.17 -1.96 6.00
H 1.97 -3.57 5.99
O 0.13 -1.22 0.15
C 0.46 0.00 -0.51
C 0.83 1.15 0.43
O 1.64 2.06 -0.24
H 0.13 -1.93 -0.49
H 1.35 -0.23 -1.09
H -0.19 0.40 -1.29
H 1.33 0.89 1.36
H -0.10 1.64 0.71
H 1.16 2.89 -0.25

Output
gap between HOMO and LUMO = 9.0248 eV
HOMO level = -8.839 eV
E_LUMO = 0.186 eV
structure (SMILES) = COC[C@H](C)N.COC[C@H](C)N.COC[C@H](C)N.COC[C@H](C)N.COC[C@H](C)N.COC[C@H](C)N.OCCO.OCCO.OCCO

Results of the Löwdin charge analysis, in e, for atoms 1 through 99: number 1, C, carries -0.073; number 2, O, carries -0.192; number 3, C, carries -0.220; number 4, C, carries -0.458; number 5, C, carries -0.051; number 6, N, carries 0.021; number 7, H, carries 0.078; number 8, H, carries 0.080; number 9, H, carries 0.079; number 10, H, carries 0.108; number 11, H, carries 0.115; number 12, H, carries 0.131; number 13, H, carries 0.074; number 14, H, carries 0.079; number 15, H, carries 0.078; number 16, H, carries 0.070; number 17, H, carries 0.081; number 18, C, carries -0.133; number 19, O, carries -0.191; number 20, C, carries -0.173; number 21, C, carries -0.373; number 22, C, carries -0.057; number 23, N, carries 0.013; number 24, H, carries 0.082; number 25, H, carries 0.092; number 26, H, carries 0.091; number 27, H, carries 0.108; number 28, H, carries 0.110; number 29, H, carries 0.120; number 30, H, carries 0.070; number 31, H, carries 0.069; number 32, H, carries 0.069; number 33, H, carries 0.052; number 34, H, carries 0.051; number 35, C, carries -0.140; number 36, O, carries -0.259; number 37, C, carries -0.150; number 38, C, carries -0.446; number 39, C, carries -0.062; number 40, N, carries 0.027; number 41, H, carries 0.084; number 42, H, carries 0.096; number 43, H, carries 0.082; number 44, H, carries 0.123; number 45, H, carries 0.119; number 46, H, carries 0.141; number 47, H, carries 0.080; number 48, H, carries 0.078; number 49, H, carries 0.082; number 50, H, carries 0.074; number 51, H, carries 0.070; number 52, C, carries -0.059; number 53, O, carries -0.167; number 54, C, carries -0.259; number 55, C, carries -0.431; number 56, C, carries -0.050; number 57, N, carries 0.015; number 58, H, carries 0.087; number 59, H, carries 0.078; number 60, H, carries 0.088; number 61, H, carries 0.123; number 62, H, carries 0.123; number 63, H, carries 0.131; number 64, H, carries 0.062; number 65, H, carries 0.069; number 66, H, carries 0.059; number 67, H, carries 0.076; number 68, H, carries 0.057; number 69, C, carries -0.103; number 70, O, carries -0.186; number 71, C, carries -0.207; number 72, C, carries -0.436; number 73, C, carries -0.071; number 74, N, carries 0.035; number 75, H, carries 0.081; number 76, H, carries 0.078; number 77, H, carries 0.082; number 78, H, carries 0.124; number 79, H, carries 0.123; number 80, H, carries 0.132; number 81, H, carries 0.077; number 82, H, carries 0.079; number 83, H, carries 0.073; number 84, H, carries 0.062; number 85, H, carries 0.060; number 86, C, carries -0.099; number 87, O, carries -0.214; number 88, C, carries -0.184; number 89, C, carries -0.440; number 90, C, carries -0.049; number 91, N, carries 0.024; number 92, H, carries 0.083; number 93, H, carries 0.081; number 94, H, carries 0.078; number 95, H, carries 0.116; number 96, H, carries 0.121; number 97, H, carries 0.128; number 98, H, carries 0.077; number 99, H, carries 0.071

=====

Unit: kJ/mol. Relative energies: P) 0.0; Q) 588.1.